1.
Molecular formula: C5H11NO9
Method: DFT, the ωB97M-V functional and the def2-TZVPD basis

Output
**Energy relative to the best compared isomer or geometry (same formula, charge and spin)**: 1.080 eV
**Lowest unoccupied orbital energy (alpha / beta)**: -0.84 / -1.92 eV
**Charge**: 0
**E**: -25268.1928 eV

```
26
C5H11NO9 (the ωB97M-V functional and the def2-TZVPD basis)
O 2.61226 0.16227 -0.05957
O -1.62524 -0.02036 1.18767
O 2.92548 -2.27426 -1.24321
O 1.76427 2.32853 1.26262
O -0.47531 -0.90027 -2.23880
O 1.99453 -2.42867 -2.15455
O -1.71103 -1.29917 3.01573
O 1.35843 -0.30844 0.01150
O -0.34323 -1.85929 1.46023
N -1.20242 -1.10661 1.91241
C -1.90280 1.22113 -0.83248
C -1.03532 0.18928 -0.11454
C 0.60424 1.53730 1.32121
C 0.41137 0.74313 0.03570
C -1.00300 -1.10568 -0.94295
H -2.01223 -1.52500 -1.04035
H -1.58063 1.36707 -1.86348
H 2.19941 2.43070 2.13606
H -0.24407 2.20457 1.50807
H 0.68103 1.36730 -0.83202
H -1.85941 2.17426 -0.30893
H 0.67535 0.81791 2.15195
H 0.40865 -1.32918 -2.31859
H 2.67142 -1.43118 -0.79190
H -2.93814 0.88508 -0.84086
H -0.37360 -1.84041 -0.42092
```

Löwdin population analysis, charges in e, atoms 1 to 4: 0.057, 0.068, -0.005, -0.044

2.
Molecular formula: C75H167N7O12
Method: DFT, the ωB97M-V functional and the def2-TZVPD basis

Output
**Energy relative to the best compared isomer or geometry (same formula, charge and spin)**: 0.000 eV
**Lowest unoccupied orbital energy**: 0.33 eV
**Charge**: 0
**SMILES**: CC1(C)CCCC(C)(C)N1O.CC1(C)CCCC(C)(C)N1O.CC1(C)CCCC(C)(C)N1O.CC1(C)CCCC(C)(C)N1O.CC1(C)CCCC(C)(C)N1O.CC1(C)CCCC(C)(C)N1O.CC1(C)CCCC(C)(C)N1O.CC(C)O.CC(C)O.CC(C)O.CC(C)O.O
**E**: -115472.5256 eV

```
261
C75H167N7O12 (the ωB97M-V functional and the def2-TZVPD basis)
O 1.77790 -1.47771 2.67519
O -5.54217 2.74270 3.71423
O 3.40812 5.32778 3.92685
O -2.14053 -4.21995 -2.81871
O -2.42487 0.81415 0.29165
O 0.46770 4.88542 -6.29785
O 2.97941 -0.30290 -3.82686
O -4.07951 5.15718 1.96456
O -6.16341 -1.92727 -0.60944
O -2.33228 -2.05679 8.59130
O -4.56265 2.75325 1.16778
O -5.68616 1.34762 -5.61260
N -2.05559 -5.47476 -2.34258
N 4.06134 -0.81494 -3.15155
N -2.15349 -2.61796 7.25805
N 0.28720 4.32628 -5.06382
N 4.09056 4.58950 2.92496
N -5.19689 0.09418 -5.35664
N 3.16713 -1.62094 2.79508
C -3.92750 -2.37757 -0.02636
C -3.03450 5.94416 -0.10451
C -3.45363 -2.15920 -5.11073
C -1.73898 -6.47059 -4.59431
C -5.74499 -2.18299 1.68914
C 2.48946 -2.15027 -1.78749
C 3.13548 -3.82922 1.82356
C 0.34546 -2.58897 7.48766
C 5.58991 4.83948 2.97563
C 2.68147 3.77318 -4.77979
C 0.91861 2.49604 -3.51601
C -3.42535 1.69813 4.06276
C -0.92739 -7.02301 -0.85555
C 6.28313 3.89619 1.97162
C 4.89862 -1.78152 -0.99013
C -3.99801 -6.27667 -3.46576
C 5.74193 3.95471 0.52768
C -2.35680 -7.97979 -2.63225
C -4.59280 2.50595 4.69806
C -1.29590 0.09834 0.64272
C -0.91494 -5.64515 -1.48689
C -0.63787 4.36790 -2.84200
C 5.94062 -2.05232 3.79443
C 1.02342 6.22285 -3.40716
C -4.34259 -3.69584 7.26929
C 5.42735 -0.61498 3.43444
C -4.13809 3.83033 5.26414
C -4.00913 -1.37596 6.13964
C -1.64938 5.03689 1.83119
C 6.07698 6.24916 2.63200
C -4.99783 0.58083 -2.95012
C 1.01653 2.16254 -5.86894
C -0.12995 5.25666 -3.99108
C 6.22498 -1.06561 -1.24306
C 3.04301 5.96607 0.87875
C -6.08008 -0.82932 -7.49363
C 3.54381 -0.29806 4.99009
C 6.06930 4.46820 4.45548
C 5.57036 -0.18948 -5.01625
C -0.74182 -0.47952 -0.69794
C -2.94705 0.95726 -4.44247
C -2.91792 5.76804 1.41008
C 3.02748 0.02695 -0.95263
C 5.19509 -3.09921 2.94229
C 0.48748 3.40629 -2.39667
C -3.34642 -2.74833 6.43728
C 5.38576 1.35677 -3.03912
C -4.85019 -0.64928 -6.60240
C 2.01280 3.91245 1.75149
C -0.91805 -2.13551 6.62564
C 3.63488 -3.01369 3.02609
C -4.50547 -2.07561 -6.12701
C -5.40299 -2.65741 0.25121
C 3.35011 4.58975 1.53095
C -0.68204 -2.83196 5.20805
C -1.07292 -8.22743 -1.85285
C -4.24426 0.13319 -4.20819
C -2.53547 -6.51710 -3.25246
C -0.37461 1.14314 1.28361
C 6.42679 -0.99130 -2.78746
C 1.23132 3.24065 -4.80137
C 3.65781 -1.11307 -1.78283
C -0.78222 -0.60566 6.53312
C 0.48583 -5.53545 -2.22050
C -3.73939 0.01684 -7.43192
C -3.11500 -3.42577 5.11690
C -1.95303 -2.90102 4.31956
C 4.22944 3.65027 0.59976
C 5.30140 -0.10318 -3.46326
C 3.88926 -0.49573 3.48007
C 3.54617 0.74876 2.71976
C 3.09449 -3.60586 4.30391
C -1.00016 -4.74431 -0.22741
C -3.84502 -1.34524 -3.91949
C -1.41196 6.00835 -4.54082
H 5.59545 7.05566 3.18499
H 4.10132 -0.94838 5.66415
H -0.05692 -7.11373 -0.20581
H -0.54654 2.03002 0.67372
H 2.22306 5.88613 0.16503
H -0.14376 4.35156 -6.81043
H 4.94316 -2.86418 -1.10833
H 0.08302 -1.11899 -0.38358
H -3.60979 -2.67393 -1.02602
H -2.19145 -1.91547 3.91961
H -2.64141 1.53476 4.80226
H 5.98096 4.87486 -0.00548
H 0.77230 -6.36495 -2.86700
H -5.70555 -3.70147 0.17062
H -1.44725 -1.12452 -1.22181
H -3.75284 -4.55705 7.58331
H -0.16248 -4.86098 0.46019
H 0.69110 0.91429 1.28298
H 3.83440 6.35797 0.23984
H -0.43957 0.24248 -1.45654
H -0.75095 5.64937 1.75503
H 5.51573 -3.11319 1.90062
H 3.48460 -4.62132 4.37273
H -0.28046 -3.83419 5.35764
H -5.13531 -4.14272 6.66928
H 7.01212 -1.65227 -0.76942
H -6.41477 0.15099 -7.83286
H -5.97690 -1.50253 -8.34466
H 6.12354 -0.09941 -0.74880
H -0.68748 -6.61638 -4.34694
H 1.69431 5.69066 -2.73279
H 6.21636 2.84600 2.25577
H -1.42097 4.25763 1.10409
H 2.46935 0.86688 2.59883
H 4.77683 -1.56210 0.07060
H -5.98459 0.14215 -2.80187
H 1.80719 1.93395 -3.22866
H 3.35253 4.64895 4.60339
H 2.00627 -3.66809 4.30785
H 3.85399 0.68754 5.33720
H -0.17360 -8.24702 -2.46844
H -2.17031 6.40776 -0.58029
H 7.01122 -1.99675 3.59744
H 6.02041 6.46308 1.56470
H -4.18670 -2.76169 -6.91173
H -3.72437 0.73892 3.64014
H -3.99445 -3.44654 4.47329
H -4.73276 -3.30957 8.21093
H 5.50327 -4.06951 3.33167
H -5.04520 4.40025 5.46519
H -1.99425 -2.71622 9.20162
H 0.11728 -3.49444 8.04995
H 1.61520 -1.87373 -2.37681
H 5.62720 -1.17658 -5.47509
H -3.66318 3.58515 6.21412
H 2.93142 6.82794 1.53665
H -2.52557 -1.86594 -5.60147
H -1.92670 6.52793 -3.73263
H -1.81105 -7.32582 -5.26624
H 1.29011 -5.48523 -1.48654
H 7.36362 -0.56594 -3.14735
H 3.67962 -3.46609 0.95168
H 3.29485 -4.90334 1.91827
H 5.52932 1.44074 -1.96188
H 7.13734 6.27362 2.88325
H -4.27374 -5.28507 -3.82466
H -5.43343 -1.14467 1.80280
H -3.73816 2.34428 0.90471
H 5.79977 -0.41404 2.42993
H 7.34216 4.13748 1.88031
H -2.76567 0.36917 -0.48773
H -6.61385 1.20929 -5.40804
H 1.28302 3.94157 -1.87831
H 6.18272 3.21832 -0.14427
H -4.29825 4.37812 1.44800
H -5.23374 2.27572 0.68011
H -1.47090 -0.72498 1.33527
H -1.09406 6.74074 -5.28287
H -0.76143 1.59095 2.19900
H 1.69760 1.31580 -5.78374
H 5.64576 3.52266 4.79411
H -0.03288 2.73745 -1.71112
H -4.61392 -1.84445 -3.32985
H 1.17698 2.56129 -6.87062
H -3.73503 -0.41126 -8.43432
H -3.25484 -2.88814 0.66280
H -1.54325 3.81957 -3.10223
H -4.41136 -6.74348 -4.35981
H 2.46860 -0.37464 5.15182
H 2.15056 -2.33755 -0.76859
H 1.40486 3.56377 0.91666
H -1.92008 -3.62457 3.50501
H 1.33682 4.61218 2.24295
H 2.89748 4.46061 -5.59765
H 4.12146 2.63324 0.97672
H 0.01558 -2.23947 4.61612
H -3.41171 4.41888 4.70371
H 2.89153 -0.95098 -4.52962
H -5.21936 -2.75775 2.45168
H 2.80666 -0.33557 0.05132
H 7.14526 4.31405 4.53700
H 3.86215 3.66018 -0.42644
H -1.95889 -4.86664 0.27653
H 0.50349 -4.68100 -2.89704
H 4.79053 0.45760 -5.41783
H -1.03300 -3.67555 -0.43898
H 1.21422 -2.81934 6.87099
H -3.34882 -0.54381 5.89549
H -3.86680 6.62519 -0.28220
H -3.19501 1.78270 -5.10974
H -3.69461 -1.31286 -0.04305
H -2.98955 -1.36362 -3.24426
H 3.86510 1.69634 3.15388
H -2.74348 -0.18363 -7.03687
H -2.10126 5.29419 -4.99130
H -1.05296 -9.21590 -1.39388
H -4.76735 -1.49439 5.36558
H 3.31897 2.89058 -4.83180
H 0.66738 -1.81713 8.18676
H 6.40291 -1.98410 -3.23676
H -5.06524 2.83414 2.88612
H -4.48879 -0.85923 6.97091
H -2.20291 0.33816 -4.94354
H 2.94500 4.20039 -3.81224
H -3.96858 1.07113 -7.58701
H -0.89672 4.95956 -1.96392
H 0.23986 -0.22903 6.49310
H -3.24203 -8.11934 -2.01177
H -4.37810 0.25031 -2.11658
H 1.66432 6.54665 -4.22721
H -6.83076 -2.23463 1.77001
H 0.18202 1.69600 -3.59003
H 2.74253 -3.11041 -2.23711
H -7.03174 -2.33634 -0.62548
H 1.73196 -1.18615 1.76168
H 2.08941 -3.75086 1.52747
H 3.74281 0.80856 -0.69675
H 5.99045 0.11732 4.01302
H 2.21088 3.00729 2.32555
H -2.81084 -3.86043 -2.23303
H 4.43955 1.79522 -3.35621
H -1.40180 -0.02896 7.21988
H -3.22524 5.03319 -0.67184
H 5.74230 5.16631 5.22606
H -2.94649 6.77206 1.83343
H -2.85076 2.21155 3.29184
H -1.79865 -5.55537 -5.18330
H -1.72616 -7.09359 -0.11725
H -2.43396 -8.66005 -3.48042
H 3.37989 -3.10665 5.22989
H -3.33266 -3.20309 -4.82132
H -1.71482 4.61795 2.83533
H 5.82649 -2.22265 4.86498
H -4.68355 -6.67086 -2.71559
H -0.01267 1.80817 -5.92615
H -5.19287 1.65198 -3.00204
H -5.13659 1.89073 5.41493
H 3.91858 0.62714 1.70259
H -2.94037 -4.48823 5.28656
H 6.22888 1.90773 -3.45590
H 2.19858 0.42834 -1.53566
H -1.30087 -0.32240 5.61721
H -5.38551 -2.55665 -5.70014
H -6.81330 -1.27638 -6.82234
H 6.53967 0.26910 -5.21171
H 0.53251 7.04398 -2.88480
H -2.40595 1.31102 -3.56488
```

Löwdin population analysis, charges in e, atoms 1 to 4: -0.011, -0.059, -0.025, -0.004